5 unconnected molecules or ions with the total composition C16H48N7O16P4, computed with wB97M-V/def2-TZVPD.

ORCA input file:
```
! wB97M-V def2-TZVPD RIJCOSX def2/J DEFGRID3
* xyz 1 1
N -2.414 0.683 -1.791
C -1.142 0.973 -2.420
N -1.311 0.622 -3.863
N -0.793 2.398 -2.341
C 0.075 0.174 -1.822
N -0.297 -1.060 -1.112
C -0.242 -1.078 0.208
N 0.156 -0.093 1.051
C 0.051 -0.635 2.285
N -0.423 -1.857 2.186
N -0.618 -2.199 0.904
H -2.317 0.391 -0.822
H -3.006 1.513 -1.757
H -0.400 0.465 -4.292
H -1.802 -0.273 -3.854
H -1.619 2.982 -2.290
H -0.191 2.652 -3.117
H 0.637 0.877 -1.185
H 0.783 -0.127 -2.622
H -0.634 -1.887 -1.586
H 0.343 -0.067 3.169
H -0.598 -2.423 3.014
H -0.984 -3.087 0.588
C -2.239 -8.193 3.492
O -1.661 -7.635 4.683
P -0.576 -6.363 4.460
O 0.503 -7.163 3.771
O -0.346 -6.267 6.062
C 0.146 -7.411 6.763
O 0.120 -4.843 4.224
C 1.346 -4.562 4.889
H -3.136 -8.741 3.774
H -2.512 -7.410 2.786
H -1.533 -8.880 3.027
H 0.724 -8.068 6.112
H -0.690 -7.961 7.195
H 0.791 -7.060 7.567
H 2.024 -5.414 4.864
H 1.156 -4.273 5.923
H 1.816 -3.719 4.379
C 2.058 2.548 -0.065
O 2.736 3.639 0.566
P 2.014 5.159 0.371
O 2.246 5.271 -1.117
O 3.203 5.835 1.247
C 4.552 5.703 0.805
O 1.041 6.511 0.538
C 1.632 7.783 0.312
H 2.398 1.619 0.392
H 0.980 2.633 0.068
H 2.300 2.530 -1.129
H 4.612 5.555 -0.275
H 5.026 4.866 1.320
H 5.081 6.620 1.061
H 2.303 7.771 -0.547
H 2.174 8.111 1.200
H 0.825 8.491 0.123
C -6.165 6.755 -1.722
O -5.587 6.257 -0.504
P -5.170 4.624 -0.496
O -6.572 4.077 -0.585
O -4.645 4.762 1.035
C -5.558 5.194 2.042
O -4.366 3.156 -0.690
C -4.503 2.190 0.336
H -6.073 7.840 -1.723
H -5.648 6.357 -2.592
H -7.221 6.487 -1.764
H -6.591 4.965 1.779
H -5.446 6.268 2.200
H -5.310 4.674 2.968
H -5.522 2.131 0.718
H -3.817 2.415 1.156
H -4.230 1.221 -0.079
C 2.702 -2.644 -1.606
O 3.329 -3.529 -2.530
P 4.311 -2.785 -3.693
O 3.193 -2.063 -4.413
O 4.648 -4.234 -4.339
C 3.581 -5.046 -4.822
O 5.585 -2.060 -4.495
C 5.745 -2.344 -5.879
H 2.387 -3.220 -0.734
H 3.389 -1.863 -1.282
H 1.824 -2.194 -2.070
H 2.716 -4.449 -5.114
H 3.293 -5.766 -4.055
H 3.941 -5.588 -5.697
H 4.789 -2.360 -6.402
H 6.255 -3.298 -6.012
H 6.369 -1.559 -6.304
*
```

Values from the calculation:
- Orbital gap: 7.0 eV
- LUMO level: -4.4240 eV
- ΔE to the lowest compared entry with this formula, charge and spin: 673.2 kJ/mol
- HOMO energy: -11.42 eV
- E: -97704.850 eV